CH3N3S | wB97M-V/def2-TZVPD

CARTESIAN COORDINATES (ANGSTROEM)
1 N -0.28 0.63 -1.37
2 N 0.51 -0.18 -0.80
3 S 2.03 0.24 -0.58
4 H -0.16 1.75 -1.46
5 H -1.23 0.41 -1.46
6 C -0.29 -1.00 1.92
7 N -0.25 0.08 1.51
8 H -0.32 -1.94 2.23

Calculated values
HOMO (spin up / spin down), eV: -8.11 / -8.11
Structure (SMILES): NN=S.C#N
Relative energy (zero: lowest compared OMol25 entry of this formula, charge and spin), kcal per mole: 31.9
Gap between HOMO and LUMO (spin up / spin down), eV: 8.174 / 8.175
Net charge: 0


CH3N4 | wB97M-V/def2-TZVPD

CARTESIAN COORDINATES (ANGSTROEM)
1 C 0.43 0.32 0.05
2 N -2.80 -0.12 -0.11
3 N -3.61 0.61 0.08
4 N 0.84 1.41 -0.12
5 N -0.21 -0.76 -0.07
6 H 1.33 2.26 0.27
7 H 0.02 -1.68 -0.21
8 H -1.34 -0.58 -0.15

Calculated values
HOMO, eV: -16.91
Relative energy (zero: lowest compared OMol25 entry of this formula, charge and spin), kcal per mole: 12.0
Gap between HOMO and LUMO, eV: 12.571
Net charge: +1